Below is a molecular structure, C20H15BrFN2O2RhS2, with properties calculated with ωB97M-V/def2-TZVPD.

```
! RIJCOSX wB97M-V def2-TZVPD def2/J DEFGRID3
* xyz 0 1
Rh -1.422 1.062 -0.266
Br -3.647 1.212 0.868
C -3.043 0.335 2.455
C -3.883 0.259 3.519
C -3.442 -0.430 4.671
C -2.215 -1.020 4.684
C -1.345 -0.944 3.565
C -0.084 -1.584 3.567
C 0.723 -1.499 2.473
C 0.330 -0.752 1.339
C -0.871 -0.089 1.283
C -1.744 -0.221 2.411
H -4.866 0.709 3.486
H -4.095 -0.494 5.531
H -1.882 -1.568 5.557
H 0.219 -2.144 4.443
H 1.678 -2.009 2.463
H 1.022 -0.700 0.507
O 2.521 -0.593 -3.580
C 1.573 -1.543 -3.668
C 1.814 -2.600 -4.546
C 0.891 -3.614 -4.692
C -0.299 -3.605 -3.966
C -0.546 -2.562 -3.099
C 0.374 -1.523 -2.935
C 0.053 -0.435 -1.995
O -1.134 -0.434 -1.471
N 0.957 0.470 -1.723
N 0.439 1.378 -0.802
C 1.170 2.338 -0.389
S 2.824 2.564 -0.912
C 2.832 4.305 -0.410
C 2.102 4.442 0.912
S 0.584 3.445 0.829
H 2.243 0.060 -2.905
H 2.743 -2.596 -5.100
H 1.097 -4.423 -5.381
H -1.019 -4.403 -4.080
H -1.460 -2.525 -2.523
H 2.332 4.885 -1.184
H 3.870 4.627 -0.337
H 1.804 5.476 1.077
H 2.703 4.097 1.752
F -1.900 2.643 -1.427
*
```

Computed properties:
HOMO: -8.191 eV
electronic energy: -125496.72098 eV
ΔE to the lowest compared entry with this formula, charge and spin: 0.000 eV
frontier orbital gap: 7.32 eV